Computed, not measured: the ion C7H8N with charge +1 in a non-equilibrium geometry, with ωB97M-V/def2-TZVPD.

ΔE to the lowest compared entry with this formula, charge and spin = 99.1 kcal per mole
charge = +1
HOMO level (spin up / spin down) = -11.36 / -11.37 eV

Geometry as XYZ:
```
16
Properties=species:S:1:pos:R:3:forces:R:3:nbo_charge:R:1
C 5.204 0.017 0.724 -1.3617 0.2167 -1.0955 0.014
C 4.110 0.027 0.110 -0.0521 0.3488 -0.1922 -0.175
C 1.860 0.522 -1.085 0.3666 1.9468 -2.0275 -0.285
C 0.690 0.311 -0.553 0.3480 0.0746 -0.9316 -0.058
C 3.022 0.063 -0.641 3.5610 -1.3018 1.9788 0.172
C -0.473 0.209 -0.090 -2.3763 -0.6611 0.3116 0.095
C -1.238 1.130 0.771 -3.8737 -3.0084 3.6248 -0.671
N -1.330 -1.079 -0.459 2.9189 -1.0133 2.5070 -0.733
H 6.056 0.385 1.242 0.1464 -0.2277 0.2724 0.254
H 2.039 1.205 -1.988 -0.7804 -0.9560 0.8972 0.305
H -2.399 1.231 0.632 2.1368 -0.4159 -0.4919 0.244
H -0.864 2.069 0.752 1.3343 2.8808 -0.1200 0.251
H -1.250 0.789 1.939 0.4055 0.6259 -2.6145 0.235
H -1.751 -1.340 0.455 -1.3121 0.5463 -1.2653 0.453
H -0.705 -1.915 -0.531 -0.1132 1.0271 -0.6687 0.443
H -1.794 -0.943 -1.333 -1.3480 -0.0828 -0.1845 0.455
```
Positions in Å, forces in eV/Å.